# CH2ClNO2S2

One molecule with the formula CH2ClNO2S2 (ωB97M-V/def2-TZVPD, OMol25).

Results
HOMO level = -9.402 eV
F_max = 0.0877 Eh/bohr
DFT total energy = -40844.8813 eV
SMILES = O=[SH](=O)NC(=S)Cl
LUMO level = -0.647 eV
Gap between HOMO and LUMO = 8.756 eV

```
! RIJCOSX wB97M-V def2-TZVPD def2/J DEFGRID3
* xyz 0 1
O -2.61867 -0.37511 -0.04394
S -1.37491 0.29851 0.01384
O -1.07120 1.26001 1.00897
N 0.24023 -0.78467 -0.03786
C 1.41939 -0.16254 0.03399
S 2.85052 -0.87115 0.33398
Cl 1.35367 1.41168 -0.78645
H -0.99435 0.97450 -1.04188
H 0.19532 -1.75124 0.51935
*
```